Entry 1:
6 unconnected molecules or ions with the total composition C32H63FN7O10S in a non-equilibrium geometry, computed with ωB97M-V/def2-TZVPD.

Atoms and positions in Å:
C 1.557 0.267 2.603
C 0.653 0.674 1.613
C -0.768 0.087 1.604
C -1.853 0.628 2.507
C -1.499 1.843 3.456
O -1.424 2.997 2.622
C -2.713 3.405 2.142
C -2.787 3.620 0.588
N -3.086 0.149 2.577
N -3.350 -0.889 1.803
S -4.984 -1.517 1.988
O -5.762 -0.633 2.844
O -4.849 -2.787 2.662
F -5.764 -1.610 0.584
C -2.557 -1.550 0.887
C -2.964 -2.765 -0.021
O -2.977 -2.325 -1.370
C -4.295 -2.325 -1.961
C -4.781 -0.837 -2.209
C -4.522 -0.328 -3.667
C -1.171 -1.066 0.748
C -0.147 -1.716 -0.193
C 0.659 -0.676 -1.074
C -0.146 0.578 -1.526
O -1.229 0.303 -2.418
C -1.481 1.386 -3.309
H 1.577 0.863 3.557
H 2.212 -0.624 2.459
H 0.942 1.423 0.806
H -0.558 1.631 4.012
H -2.352 1.972 4.176
H -3.557 2.735 2.449
H -2.939 4.404 2.615
H -1.798 3.715 0.076
H -3.353 2.797 0.063
H -3.353 4.570 0.381
H -2.114 -3.500 0.059
H -3.877 -3.318 0.305
H -4.173 -2.771 -2.990
H -5.045 -2.963 -1.438
H -4.359 -0.180 -1.404
H -5.898 -0.853 -2.057
H -3.454 -0.425 -3.980
H -4.838 0.744 -3.751
H -5.127 -0.938 -4.386
H -0.551 -2.508 -0.863
H 0.613 -2.233 0.467
H 1.521 -0.319 -0.433
H 1.130 -1.248 -1.912
H -0.544 1.206 -0.685
H 0.578 1.233 -2.093
H -2.573 1.647 -3.387
H -1.159 1.147 -4.365
H -0.954 2.340 -3.038
C 3.768 1.984 -1.606
O 2.720 2.180 -0.994
N 3.984 2.328 -2.894
C 5.248 2.064 -3.554
C 2.922 2.981 -3.640
H 4.639 1.495 -1.133
H 5.682 3.010 -3.889
H 5.074 1.418 -4.417
H 5.943 1.573 -2.874
H 2.650 3.912 -3.140
H 2.045 2.330 -3.665
H 3.248 3.193 -4.657
C 5.616 -0.155 0.688
O 5.866 0.320 -0.410
N 6.417 -0.999 1.365
C 6.056 -1.524 2.668
C 7.685 -1.398 0.771
H 4.682 0.083 1.225
H 6.812 -1.227 3.397
H 6.010 -2.614 2.615
H 5.086 -1.141 2.985
H 8.294 -0.511 0.591
H 7.497 -1.889 -0.185
H 8.217 -2.079 1.433
C 10.598 -0.358 -2.887
O 10.543 -1.132 -1.951
N 9.841 0.757 -3.019
C 9.957 1.638 -4.164
C 8.883 1.075 -1.977
H 11.294 -0.512 -3.728
H 10.240 2.637 -3.822
H 8.994 1.689 -4.678
H 10.713 1.273 -4.859
H 9.412 1.194 -1.029
H 8.172 0.252 -1.879
H 8.349 1.993 -2.216
C -6.715 5.244 1.116
O -6.589 6.132 0.298
N -7.090 3.972 0.841
C -7.205 2.968 1.877
C -7.381 3.606 -0.534
H -6.516 5.412 2.188
H -6.517 2.148 1.654
H -8.230 2.591 1.899
H -6.956 3.383 2.854
H -6.496 3.783 -1.149
H -8.195 4.228 -0.909
H -7.665 2.556 -0.594
C -3.046 -7.735 3.330
O -3.228 -7.991 2.156
N -3.401 -6.577 3.938
C -3.153 -6.336 5.346
C -4.051 -5.547 3.150
H -2.560 -8.452 4.013
H -4.103 -6.156 5.853
H -2.512 -5.457 5.452
H -2.661 -7.193 5.804
H -4.976 -5.948 2.729
H -3.392 -5.254 2.329
H -4.276 -4.682 3.767

electronic energy = -78646.495 eV
gap between HOMO and LUMO = 0.1639 Ha
net charge = +1

Entry 2:
9 unconnected molecules or ions with the total composition C32H64Br4O21 in a non-equilibrium geometry, computed with ωB97M-V/def2-TZVPD.

Atoms and positions in Å:
Br 2.414 2.942 -1.900
C 2.732 1.130 -2.622
C 3.171 1.291 -4.061
Br 4.218 -0.293 -4.473
H 1.913 0.496 -2.345
H 3.549 0.705 -2.052
H 3.777 2.170 -4.173
H 2.392 1.390 -4.843
Br 1.598 -7.464 4.259
C 3.406 -8.144 3.766
C 4.281 -8.734 4.826
Br 6.054 -9.145 4.064
H 3.980 -7.397 3.215
H 3.147 -8.905 2.986
H 3.832 -9.617 5.202
H 4.579 -8.047 5.557
C 1.105 0.179 3.914
C 2.441 0.853 4.138
O 3.011 0.417 5.399
C 3.733 -0.705 5.347
O 3.764 -1.430 4.389
O 4.356 -0.880 6.484
C 5.093 -2.111 6.564
H 0.536 0.303 4.895
H 1.116 -0.832 3.607
H 0.566 0.659 3.097
H 2.450 1.938 4.211
H 3.161 0.518 3.384
H 5.620 -2.209 7.522
H 6.037 -2.020 5.879
H 4.480 -2.956 6.216
C -6.470 -0.334 1.348
C -5.038 -0.221 0.837
O -4.191 -1.322 1.288
C -3.757 -1.140 2.558
O -3.587 -0.064 3.057
O -3.410 -2.262 3.073
C -2.412 -2.228 4.122
H -7.121 0.495 1.291
H -6.428 -0.656 2.429
H -6.938 -1.200 0.916
H -4.539 0.685 1.195
H -5.108 -0.388 -0.274
H -1.695 -1.510 3.771
H -1.838 -3.132 4.098
H -2.883 -1.907 5.149
C -3.665 8.539 -3.910
C -2.494 7.853 -3.236
O -1.292 8.129 -3.963
C -0.892 7.086 -4.719
O -1.444 6.013 -4.855
O 0.218 7.474 -5.397
C 0.836 6.380 -6.139
H -3.670 9.557 -3.668
H -4.574 8.000 -3.645
H -3.560 8.564 -5.020
H -2.596 6.808 -3.072
H -2.208 8.355 -2.275
H 1.831 6.779 -6.501
H 0.253 6.000 -6.961
H 1.060 5.598 -5.426
C 4.659 -3.132 1.205
C 4.072 -4.388 1.856
O 2.916 -4.157 2.612
C 2.964 -4.074 3.900
O 3.953 -4.376 4.561
O 1.760 -3.908 4.427
C 1.683 -4.191 5.767
H 3.902 -2.610 0.556
H 5.542 -3.508 0.682
H 4.862 -2.388 1.945
H 4.839 -4.826 2.476
H 3.742 -5.041 1.092
H 0.684 -4.426 5.959
H 1.832 -3.371 6.479
H 2.357 -4.946 6.088
C -1.344 2.742 -5.859
C -0.206 2.123 -5.126
O -0.720 1.377 -4.040
C -1.153 0.120 -4.215
O -1.236 -0.364 -5.310
O -1.704 -0.305 -3.079
C -2.317 -1.676 -3.206
H -0.894 3.385 -6.704
H -1.844 3.471 -5.157
H -1.928 1.945 -6.243
H 0.427 2.895 -4.638
H 0.403 1.559 -5.881
H -3.431 -1.556 -3.074
H -1.967 -2.127 -2.258
H -1.926 -2.099 -4.181
C -4.642 1.486 -2.577
C -3.890 2.795 -2.572
O -3.204 3.049 -1.277
C -3.885 3.488 -0.193
O -5.066 3.666 -0.184
O -3.022 3.721 0.803
C -3.587 4.099 2.084
H -5.290 1.650 -1.707
H -3.997 0.627 -2.340
H -5.077 1.187 -3.534
H -4.532 3.665 -2.777
H -3.162 2.880 -3.345
H -4.302 4.872 1.907
H -2.750 4.497 2.673
H -4.076 3.302 2.597
C 2.597 -3.610 -2.658
C 1.396 -3.212 -1.816
O 1.641 -1.939 -1.212
C 0.610 -1.454 -0.603
O -0.468 -2.041 -0.530
O 0.931 -0.196 -0.274
C -0.165 0.642 0.116
H 2.401 -4.362 -3.394
H 3.553 -3.754 -2.175
H 2.725 -2.682 -3.202
H 1.093 -3.931 -1.061
H 0.519 -3.157 -2.451
H 0.249 1.350 0.890
H -0.927 -0.043 0.404
H -0.501 1.200 -0.748

SMILES = CCOC(=O)OC.CCOC(=O)OC.CCOC(=O)OC.CCOC(=O)OC.CCOC(=O)OC.CCOC(=O)OC.CCOC(=O)OC.BrCCBr.BrCCBr
electronic energy = -357387.800 eV
ΔE to the lowest compared entry with this formula, charge and spin = 43.3 kcal per mole
gap between HOMO and LUMO = 0.3894 Ha
net charge = 0

no.,LUMO energy (hartree)
1,-0.212
2,0.014